No. 1
Density functional theory data (ωB97M-V/def2-TZVPD) for a molecular structure, C26H22IMoP2S2.

The geometry in XYZ format:
```
54
Properties=species:S:1:pos:R:3:forces:R:3
Mo 0.215 1.079 -3.278 0.0355 -0.5473 0.1220
S 2.645 0.561 -2.809 -0.0740 0.0183 0.0874
P 1.782 0.051 -1.043 0.0761 0.1089 0.0473
C 0.145 0.088 -1.562 0.0122 0.5089 -0.2702
P -1.513 0.017 -1.133 0.0364 -0.0037 0.1086
S -2.227 0.463 -2.978 -0.0335 0.0515 0.0155
C -2.057 -1.574 -0.518 -0.1057 -0.2192 -0.1512
C -2.908 -2.354 -1.294 -0.0325 -0.0366 -0.0361
C -3.294 -3.613 -0.851 0.0402 0.0389 0.0298
C -2.818 -4.094 0.358 0.0087 -0.0108 0.0243
C -1.958 -3.321 1.133 -0.0430 -0.0327 -0.0386
C -1.580 -2.063 0.700 0.0712 0.0696 0.0851
C -1.902 1.235 0.126 -0.0959 0.1314 0.0953
C -1.243 2.466 0.115 0.0913 0.0198 -0.0422
C -1.540 3.426 1.064 -0.0575 0.0012 0.0557
C -2.505 3.169 2.033 0.0324 0.0069 -0.0230
C -3.172 1.954 2.045 0.0284 0.0022 -0.0315
C -2.874 0.988 1.093 -0.0686 -0.0236 0.0192
C 2.294 -1.513 -0.361 0.0857 -0.2458 -0.0647
C 1.566 -2.662 -0.663 -0.0353 -0.0327 -0.0292
C 1.980 -3.891 -0.172 0.0031 0.0364 0.0060
C 3.124 -3.972 0.608 0.0381 -0.0105 0.0152
C 3.863 -2.830 0.898 -0.0426 -0.0172 -0.0165
C 3.450 -1.600 0.417 0.0050 0.0230 0.0061
C 2.045 1.272 0.249 -0.0063 0.1010 0.1229
C 1.607 0.972 1.541 -0.0320 -0.0302 0.0266
C 1.657 1.936 2.534 0.0357 0.0204 -0.0431
C 2.155 3.201 2.243 -0.0138 -0.0188 0.0066
C 2.598 3.500 0.963 -0.0010 0.0216 0.0251
C 2.540 2.539 -0.036 0.0184 -0.0236 -0.0964
H -3.264 -1.984 -2.247 0.0071 0.0144 0.0092
H -3.961 -4.214 -1.453 -0.0023 0.0025 -0.0026
H -3.116 -5.075 0.702 0.0055 0.0026 0.0071
H -1.587 -3.701 2.075 0.0028 0.0071 0.0056
H -0.915 -1.468 1.316 -0.0046 0.0453 -0.0420
H -0.480 2.677 -0.626 -0.0105 -0.0582 -0.0188
H -1.018 4.373 1.053 0.0038 -0.0001 -0.0041
H -2.736 3.920 2.776 -0.0006 0.0001 -0.0022
H -3.927 1.756 2.793 -0.0036 -0.0083 -0.0044
H -3.409 0.048 1.110 0.0220 -0.0341 -0.0219
H 0.677 -2.600 -1.280 0.0046 0.0260 0.0027
H 1.412 -4.782 -0.401 -0.0046 0.0006 -0.0005
H 3.448 -4.931 0.990 0.0011 0.0002 -0.0030
H 4.758 -2.900 1.500 -0.0009 -0.0046 0.0045
H 4.025 -0.713 0.651 -0.0227 0.0250 -0.0137
H 1.227 -0.015 1.777 0.0033 -0.0178 -0.0240
H 1.314 1.701 3.532 0.0034 -0.0023 0.0021
H 2.204 3.951 3.021 -0.0031 0.0037 -0.0042
H 2.995 4.482 0.744 0.0038 -0.0065 -0.0073
H 2.887 2.767 -1.037 -0.0078 0.0007 0.0092
I 1.080 3.203 -4.893 0.0422 0.0858 -0.0267
C -0.887 2.534 -4.380 0.0627 -0.0330 0.0993
H -1.387 2.216 -5.292 -0.0519 0.0387 0.0111
H -1.414 3.324 -3.857 -0.0261 0.0050 -0.0313
```
Forces are in eV/Å.

Its HOMO-LUMO gap (alpha / beta) is 0.2607 / 0.2865 Eh. As for the total charge: +1. The electronic energy comes out at -77518.2826 eV. The value obtained for the energy relative to the best compared isomer or geometry (same formula, charge and spin) is 49.1 kJ/mol. The multiplicity is 3. The calculation puts the HOMO energy (alpha / beta) at -0.4106 / -0.4254 Ha. Its expectation value of S² is 2.089.

Charge distribution, natural (NBO) scheme, values in e: 0.698 -0.399 1.461 -1.165 1.467 -0.376 -0.463 -0.104 -0.222 -0.171 -0.196 -0.185 -0.353 -0.200 -0.195 -0.171 -0.206 -0.185 -0.370 -0.196 -0.196 -0.169 -0.205 -0.181 -0.445 -0.129 -0.218 -0.174 -0.207 -0.179 0.229 0.232 0.230 0.229 0.222 0.217 0.227 0.229 0.230 0.230 0.228 0.228 0.229 0.231 0.229 0.213 0.229 0.229 0.230 0.237 0.327 -0.736 0.242 0.246



No. 2
Density functional theory data (ωB97M-V/def2-TZVPD) for a molecular structure, C3H3N2O2 in a non-equilibrium geometry.

The geometry in XYZ format:
```
10
Properties=species:S:1:pos:R:3:forces:R:3
C 0.529 -0.254 0.467 -0.1759 0.4333 0.3766
C -1.713 -0.127 -0.119 0.5349 -2.6555 0.6887
C 1.572 0.587 -0.109 1.7626 -0.3500 -1.2037
N -0.448 -1.052 0.340 -0.6197 0.7027 -0.1065
N 0.324 1.079 0.442 -3.8991 -0.2276 -0.2380
O -2.740 -0.641 -0.282 -0.6921 0.0428 -0.1513
O -1.257 1.044 -0.317 3.3844 2.0829 0.6186
H 2.408 1.043 0.428 -0.2335 -0.1036 0.0372
H 1.796 0.388 -1.163 -0.2239 -0.0231 0.0989
H -0.471 -2.069 0.313 0.1623 0.0982 -0.1205
```
Forces are in eV/Å.

Its HOMO-LUMO gap is 0.3330 Eh. As for the total charge: +1. The electronic energy comes out at -10221.7915 eV. The value obtained for the energy relative to the best compared isomer or geometry (same formula, charge and spin) is 466.0 kJ/mol. The calculation puts the HOMO energy at -0.6183 Ha.

Charge distribution, natural (NBO) scheme, values in e: 0.478 0.898 -0.210 -0.533 0.011 -0.415 -0.314 0.311 0.298 0.476



No. 3
Density functional theory data (ωB97M-V/def2-TZVPD) for a molecular structure, C14H7MgN3O4 in a non-equilibrium geometry.

The geometry in XYZ format:
```
29
Properties=species:S:1:pos:R:3:forces:R:3
O -0.609 -2.471 -5.323 1.5711 3.4333 2.6638
C -0.213 -1.618 -4.663 -1.8017 -3.6158 -2.7742
Mg 0.667 0.018 -3.327 -0.1531 -0.1368 0.4780
O -4.227 -0.159 -6.851 1.7224 1.0653 2.0217
C -3.521 0.250 -6.049 -1.6527 -1.0748 -1.9936
C 2.373 0.095 -4.904 3.1114 -0.2835 -3.5411
O 3.104 0.038 -5.788 -2.8594 0.2822 3.5375
C -0.038 2.107 -3.991 -1.4803 4.4414 -0.8652
O -0.371 3.179 -4.234 1.3351 -4.3146 0.9079
N -0.359 1.894 7.128 0.1955 -1.0668 -2.5967
C -0.265 1.456 6.045 -0.0537 1.0334 2.4327
C -0.134 0.932 4.711 0.0399 -0.1643 -0.4949
C -0.902 1.479 3.675 -0.1532 -0.0638 -0.2751
C -0.802 0.973 2.377 0.2638 -0.1902 0.0423
C 0.034 -0.122 2.122 -0.1021 0.3881 1.7886
C 0.787 -0.704 3.161 -0.1386 0.6565 -0.0333
C 0.745 -0.125 4.437 -0.1430 -0.3965 -0.0785
N 0.168 -0.609 0.803 0.2083 -0.7261 -2.1723
C 0.735 -1.842 0.421 -0.0459 0.9500 0.0078
C 0.895 -1.813 -0.928 -0.4122 0.6015 0.4010
N 0.388 -0.585 -1.403 -0.0414 -0.0305 -0.2312
C -0.072 0.094 -0.338 0.6563 -0.8243 0.7587
H -1.595 2.292 3.895 0.2643 -0.2136 -0.1175
H -1.358 1.427 1.552 -0.0067 -0.1275 0.5539
H 1.438 -1.560 2.986 -0.1336 0.3459 0.0609
H 1.375 -0.518 5.243 -0.3362 0.0847 -0.4034
H 1.001 -2.596 1.147 -0.0871 0.0883 -0.1220
H 1.323 -2.578 -1.572 -0.1941 0.2969 0.1854
H -0.568 1.066 -0.333 0.4272 -0.4381 -0.1412
```
Forces are in eV/Å.

Its HOMO-LUMO gap is 0.2157 Eh. As for the total charge: +2. The electronic energy comes out at -32720.0935 eV. The value obtained for the energy relative to the best compared isomer or geometry (same formula, charge and spin) is 39.0 kJ/mol. The calculation puts the HOMO energy at -0.5347 Ha.

Charge distribution, natural (NBO) scheme, values in e: -0.294 0.382 1.633 -0.441 0.446 0.379 -0.291 0.386 -0.287 -0.201 0.228 -0.131 -0.119 -0.242 0.180 -0.222 -0.130 -0.315 -0.016 -0.099 -0.787 0.234 0.255 0.215 0.231 0.259 0.267 0.242 0.238



No. 4
Density functional theory data (ωB97M-V/def2-TZVPD) for a molecular structure, C17H30N4O5STc in a non-equilibrium geometry.

The geometry in XYZ format:
```
58
Properties=species:S:1:pos:R:3:forces:R:3
Tc -0.100 0.048 0.676 -0.1633 -2.1371 -0.1853
C 2.574 -1.283 -0.169 0.4099 -1.1221 0.1550
C 1.717 -2.327 0.555 0.7172 0.1356 0.2758
O 0.364 -2.068 0.194 0.2666 1.3868 -0.3255
C -0.605 -3.101 0.324 -1.2599 -0.4600 0.0392
C -1.792 -2.667 -0.543 0.3482 -0.8198 0.1289
O -2.081 -1.289 -0.264 1.2230 0.7488 0.9265
C -2.514 -0.511 -1.367 0.0043 0.5437 -0.6851
C -1.348 -0.116 -2.282 -1.0168 -0.5371 -0.3739
O -0.261 0.427 -1.515 -0.0203 0.4324 1.0715
C 0.974 0.461 -2.246 0.8106 -0.1594 -0.1127
C 2.073 0.828 -1.250 -0.2220 0.7305 -1.0107
O 1.954 0.019 -0.075 -1.3766 0.0431 0.8392
H 2.692 -1.558 -1.221 -0.1075 0.1647 0.0987
H 3.564 -1.220 0.296 -0.1649 -0.0294 -0.1309
H 1.834 -2.264 1.645 -0.0812 -0.0155 -0.1534
H 2.022 -3.331 0.234 -0.0811 0.1698 0.0150
H -0.909 -3.215 1.373 0.1811 0.0771 -0.1570
H -0.203 -4.056 -0.035 0.0016 0.2237 0.0298
H -2.670 -3.276 -0.292 0.1310 0.1692 -0.0727
H -1.560 -2.813 -1.603 -0.0024 0.1470 0.1083
H -2.996 0.369 -0.933 0.0207 -0.0972 -0.1030
H -3.257 -1.063 -1.958 0.1062 0.1679 0.0991
H -1.693 0.631 -3.005 0.0870 -0.0625 0.1035
H -0.991 -0.987 -2.844 0.0993 0.1212 0.1315
H 0.918 1.194 -3.062 -0.0146 -0.0811 0.2334
H 1.158 -0.525 -2.694 -0.0849 0.1318 0.1188
H 1.964 1.866 -0.920 0.0659 -0.1844 -0.0370
H 3.066 0.717 -1.698 -0.1392 -0.0436 0.1218
N 3.420 4.114 4.437 -0.2452 -1.0666 0.9345
C 2.532 3.187 4.156 1.1921 4.0106 -2.8612
O 2.270 2.206 4.831 -0.5729 -2.0830 1.6737
C 1.735 3.302 2.850 -0.3966 -0.9220 0.1996
C 1.494 4.466 2.132 -0.1421 0.1685 0.1025
C 0.669 4.382 1.014 0.2761 -0.0503 0.2201
C 0.138 3.158 0.645 -0.1312 0.4296 -0.1162
N 0.375 2.030 1.332 0.0656 0.1347 -0.1965
C 1.151 2.115 2.417 0.1611 -0.1444 0.4933
H 3.954 4.027 5.299 0.0723 0.1305 0.0551
H 3.636 4.918 3.864 -0.1395 -0.0627 -0.3332
H 1.893 5.424 2.428 0.0318 0.2001 0.0363
H 0.445 5.267 0.437 -0.0243 0.0576 -0.0675
H -0.516 3.087 -0.214 0.0141 -0.0894 -0.0635
H 1.326 1.219 3.002 -0.1244 -0.1460 -0.2626
C -2.391 0.263 6.439 -0.7872 0.3172 0.8173
N -1.802 -0.174 5.199 0.5551 -0.3540 -0.6297
C -1.983 0.390 4.019 0.4468 0.2331 0.0420
S -1.199 -0.471 2.664 -0.0475 -0.5514 -0.7800
N -2.755 1.442 3.864 -0.0195 -0.1601 0.7502
C -3.106 2.131 2.649 -0.3573 0.4395 -0.7200
H -1.949 -0.301 7.259 -0.0029 0.0702 -0.1205
H -3.472 0.078 6.457 0.1290 -0.0125 -0.0508
H -2.217 1.327 6.619 0.1068 -0.0465 -0.0463
H -1.248 -1.022 5.252 -0.0725 0.1522 -0.2465
H -3.284 1.752 4.681 0.1957 -0.1925 -0.1069
H -2.524 1.754 1.804 -0.1708 0.0211 0.2189
H -2.927 3.201 2.769 0.0542 -0.0783 -0.0069
H -4.175 2.001 2.454 0.1954 -0.0491 -0.0838
```
Forces are in eV/Å.

Its HOMO-LUMO gap (alpha / beta) is 0.2638 / 0.1613 Eh. As for the total charge: +4. The electronic energy comes out at -47303.1468 eV. The value obtained for the energy relative to the best compared isomer or geometry (same formula, charge and spin) is 98.4 kJ/mol. The multiplicity is 2. The calculation puts the HOMO energy (alpha / beta) at -0.7717 / -0.7715 Ha. Its expectation value of S² is 1.192.

Charge distribution, natural (NBO) scheme, values in e: 1.116 -0.101 -0.101 -0.536 -0.092 -0.099 -0.500 -0.101 -0.109 -0.553 -0.106 -0.102 -0.509 0.227 0.250 0.210 0.262 0.215 0.251 0.253 0.210 0.217 0.255 0.246 0.212 0.254 0.217 0.209 0.264 -0.658 0.615 -0.035 -0.130 -0.072 -0.185 0.099 -0.475 0.093 0.472 0.465 0.274 0.295 0.252 0.243 -0.460 -0.510 0.405 -0.025 -0.532 -0.420 0.275 0.249 0.224 0.445 0.447 0.197 0.236 0.260



No. 5
Density functional theory data (ωB97M-V/def2-TZVPD) for a molecular structure, C14H23I2O4P2Sm in a non-equilibrium geometry.

The geometry in XYZ format:
```
46
Properties=species:S:1:pos:R:3:forces:R:3
I 0.320 -0.692 -5.973 -0.3410 0.9045 0.4090
I -0.387 1.839 -5.139 0.3326 -0.9478 -0.1906
Sm 0.010 -0.692 -1.016 -0.0180 -0.2881 -0.1792
P -2.546 0.093 -1.665 -0.9913 -0.8068 0.5212
C -3.522 1.531 -1.200 0.2479 0.3924 -0.0449
C -3.157 -0.518 -3.253 0.2652 0.0420 -0.3081
H -4.245 -0.657 -3.236 0.2392 0.0125 -0.0738
H -4.213 -1.304 -0.652 0.2850 -0.2579 0.2354
H -2.652 -1.472 -3.493 -0.3311 0.3945 0.0068
H -2.641 -2.202 -0.670 -0.4697 0.6214 0.2225
H -3.271 2.335 -1.909 -0.2638 -0.0818 0.3386
H -2.862 0.231 -4.004 -0.2717 -0.3572 0.0483
C -3.132 -1.215 -0.470 0.2334 0.1129 -0.0442
H -4.594 1.303 -1.238 0.2275 0.0876 -0.0151
H -2.957 -0.908 0.587 -0.1089 -0.2593 -0.7209
H -3.234 1.830 -0.179 -0.1729 0.0231 -0.3629
P 2.539 0.181 -1.656 1.0425 -0.8162 0.5989
C 3.465 1.648 -1.182 -0.2595 0.4162 -0.0713
C 3.164 -1.110 -0.459 -0.2375 0.1203 -0.0679
H 2.708 -1.379 -3.484 0.3200 0.4067 0.0272
H 4.273 -0.518 -3.218 -0.2048 0.0139 -0.0381
H 2.875 0.322 -3.998 0.2450 -0.2946 0.0285
C 3.183 -0.411 -3.238 -0.2761 0.0201 -0.3272
H 2.705 -2.112 -0.660 0.4483 0.6410 0.2230
H 4.248 -1.164 -0.638 -0.2882 -0.2627 0.2376
H 4.544 1.459 -1.216 -0.2321 0.0676 -0.0102
H 3.162 1.936 -0.163 0.1712 0.0252 -0.3498
H 2.977 -0.808 0.598 0.1181 -0.2553 -0.7161
H 3.191 2.446 -1.890 0.2627 -0.0743 0.3407
C -0.037 1.777 -1.186 -0.0181 3.9418 0.6348
O -0.055 2.890 -0.912 0.0334 -3.0247 -0.9385
O 0.020 1.869 2.981 -0.0199 -0.6485 -1.2298
C 0.014 0.721 3.660 -0.0111 -0.0506 0.1702
C 0.013 0.814 5.050 0.0068 0.7293 0.0957
C 0.008 -0.327 5.803 0.0044 -0.5936 0.4595
C 0.004 -1.630 5.239 0.0014 0.0470 -0.8962
C 0.005 -1.746 3.838 0.0042 -0.9311 1.8217
C 0.010 -0.578 3.045 -0.0009 1.1314 -0.2277
C 0.009 -0.594 1.626 -0.0107 -0.0235 0.7872
O 0.018 -1.676 0.929 0.0220 -0.0677 -0.0994
O -0.001 0.536 0.933 -0.0040 -1.4998 -0.6883
H 0.010 1.613 1.987 0.0206 0.7244 1.7575
H 0.016 1.823 5.496 -0.0010 -0.7106 -0.2205
H 0.008 -0.232 6.890 -0.0032 -0.0555 -0.2759
H 0.001 -2.492 5.938 -0.0001 0.5798 -0.9120
H 0.001 -2.760 3.398 0.0039 0.8521 0.0444
```
Forces are in eV/Å.

Its HOMO-LUMO gap (alpha / beta) is 0.2189 / 0.2282 Eh. As for the total charge: +2. The electronic energy comes out at -75751.4008 eV. The value obtained for the energy relative to the best compared isomer or geometry (same formula, charge and spin) is 0.0 kJ/mol. The multiplicity is 6. The calculation puts the HOMO energy (alpha / beta) at -0.5049 / -0.5050 Ha. Its expectation value of S² is 8.762.

Charge distribution, Löwdin scheme, values in e: 0.148 0.150 1.398 0.683 -0.232 -0.265 0.074 0.068 0.055 0.056 0.065 -0.001 -0.257 0.075 0.066 0.068 0.694 -0.233 -0.256 0.039 0.073 0.027 -0.276 0.056 0.068 0.075 0.067 0.065 0.067 -0.197 0.162 0.090 -0.233 0.008 -0.031 -0.037 0.011 -0.086 -0.514 -0.173 -0.231 0.078 0.146 0.127 0.127 0.134